[1]
{
  "formula": "C10H17Cl2N4O4Sc",
  "method": "ωB97M-V/def2-TZVPD",
  "total_charge": 2,
  "homo_ev": -16.25,
  "homo_lumo_gap_ha": 0.364,
  "total_energy_ha": -2591.97687,
  "lumo_energy_ev": -6.355,
  "e_above_lowest_ev": 0.445,
  "elements": ["Sc", "C", "C", "C", "O", "C", "O", "O", "H", "H", "H", "H", "H", "H", "H", "N", "C", "H", "C", "N", "C", "C", "O", "N", "C", "N", "H", "H", "H", "H", "H", "H", "H", "Cl", "C", "Cl", "H", "H"],
  "xyz": [[0.46891, -1.23335, -0.47810], [-2.76341, 0.04675, -1.84017], [-2.56370, -0.94031, -0.70334], [-3.79352, -1.14482, 0.13942], [-1.42777, -0.44908, 0.16280], [-2.01202, -2.24943, -1.25578], [-2.64373, -3.24943, -1.36767], [-0.69831, -2.13448, -1.57686], [-3.15289, 0.99218, -1.45890], [-3.49762, -0.35742, -2.53880], [-1.83847, 0.22956, -2.38370], [-4.26966, -0.19163, 0.37305], [-3.55759, -1.67393, 1.06344], [-4.50265, -1.75537, -0.41691], [-1.77559, 0.25668, 0.72620], [3.98226, -1.44390, -0.61244], [2.85309, -1.45436, -0.40255], [4.97075, -1.51278, -0.78863], [2.12969, 4.31997, 1.33708], [1.73531, 3.02054, 0.79079], [1.59612, 2.71589, -0.62880], [1.18467, 1.27706, -0.53825], [0.93094, 0.49670, -1.49587], [1.11333, 0.85317, 0.72211], [1.46681, 1.92844, 1.49346], [1.52269, 1.86183, 2.81034], [2.13703, 5.04427, 0.52828], [3.12796, 4.27463, 1.77204], [1.40947, 4.65690, 2.08246], [2.53550, 2.82141, -1.17524], [0.83655, 3.32510, -1.12200], [1.31715, 0.99617, 3.28034], [1.80367, 2.65074, 3.37028], [1.50037, -4.14098, -1.10489], [0.19107, -4.54886, 0.00496], [-0.03290, -3.21064, 1.21060], [0.45494, -5.43560, 0.56575], [-0.73846, -4.64159, -0.54450]],
  "forces_ev_per_a": [[0.55, 0.47, 0.92], [-0.10, 0.03, 0.03], [0.02, 0.27, -0.02], [-0.02, -0.03, 0.15], [-0.55, -0.13, -0.32], [0.31, 0.12, -0.05], [0.01, -0.22, -0.09], [-1.16, -0.46, -0.58], [0.01, -0.01, 0.01], [0.00, 0.02, 0.02], [0.04, -0.03, -0.02], [0.02, 0.00, 0.02], [-0.01, -0.03, -0.04], [-0.02, 0.03, -0.02], [0.24, -0.10, -0.03], [0.02, -0.14, 0.12], [0.33, 0.14, -0.18], [0.01, 0.01, 0.01], [-0.01, -0.07, -0.04], [0.01, 0.09, -0.09], [0.03, 0.00, 0.12], [-0.05, -0.12, -0.35], [0.18, 0.55, -0.05], [0.06, 0.01, 0.03], [0.00, 0.01, 0.12], [0.01, 0.02, 0.03], [0.00, 0.00, -0.01], [0.01, -0.02, 0.00], [-0.02, -0.02, 0.00], [0.02, 0.02, 0.00], [-0.03, 0.01, 0.02], [0.00, -0.01, -0.01], [0.00, -0.01, 0.00], [-0.02, -0.21, 0.11], [0.13, 0.05, -0.15], [0.07, -0.26, 0.30], [0.00, -0.01, 0.07], [-0.06, 0.05, -0.02]],
  "nbo_charge": [1.5840, -0.6392, 0.1722, -0.6517, -0.7753, 0.7702, -0.5059, -0.8045, 0.2282, 0.2624, 0.2323, 0.2286, 0.2351, 0.2767, 0.5295, -0.5490, 0.2829, 0.4897, -0.4330, -0.3477, -0.3141, 0.6701, -0.6582, -0.6448, 0.6599, -0.7366, 0.2530, 0.2328, 0.2310, 0.2693, 0.2714, 0.4370, 0.4360, 0.0801, -0.3576, 0.0467, 0.2655, 0.2729]
}

***

[2]
{
  "formula": "CH2N2S3",
  "method": "ωB97M-V/def2-TZVPD",
  "homo_ev": -9.06,
  "homo_lumo_gap_ha": 0.325,
  "total_energy_ha": -1343.28948,
  "lumo_energy_ev": -0.228,
  "e_above_lowest_ev": 0.692,
  "elements": ["C", "N", "N", "S", "S", "S", "H", "H"],
  "xyz": [[0.90505, 0.50426, 0.80224], [-0.12188, 0.04910, 1.31558], [-1.32033, -0.82207, 0.23768], [1.63782, 0.57880, -0.81832], [-0.72730, -1.42358, -1.12378], [0.06636, 0.26084, -2.10763], [1.60573, 0.96976, 1.49065], [-2.04544, -0.11710, 0.20358]],
  "forces_ev_per_a": [[1.08, 0.33, -1.01], [-3.41, -1.75, -0.74], [2.18, 1.58, 2.53], [-0.21, -0.07, -0.27], [0.32, -0.03, -0.87], [-0.02, -0.18, 0.26], [0.05, -0.01, 0.27], [0.02, 0.13, -0.17]],
  "nbo_charge": [-0.1282, -0.2425, -0.6988, 0.1344, 0.4075, -0.0761, 0.2228, 0.3808]
}

***

[3]
{
  "formula": "C3H5N3O",
  "method": "ωB97M-V/def2-TZVPD",
  "homo_ev": [-7.53, -7.53],
  "homo_lumo_gap_ha": [0.305, 0.305],
  "total_energy_ha": -356.61567,
  "lumo_energy_ev": [0.767, 0.767],
  "e_above_lowest_ev": 6.577,
  "elements": ["N", "C", "N", "C", "C", "O", "N", "H", "H", "H", "H", "H"],
  "xyz": [[-0.74111, -0.79176, -1.00775], [0.13455, 0.55162, 0.72259], [-0.13449, 1.13578, 1.91089], [0.52741, -0.29416, -1.11210], [0.68061, 0.99722, -0.45416], [-0.77748, -2.10084, -1.49361], [-0.12412, -0.82053, 0.54356], [-1.70005, -2.35577, -1.36774], [-0.34356, 0.53430, 2.69124], [0.26385, 2.03674, 2.11829], [1.26083, -0.84895, -1.69439], [0.95356, 1.95637, -0.85682]],
  "forces_ev_per_a": [[-0.48, 0.08, -0.09], [0.49, 0.47, -0.54], [-0.08, -0.06, 0.02], [-0.27, -0.77, 1.03], [-0.27, 0.23, 0.53], [0.19, 0.38, 0.30], [0.47, -0.22, -1.29], [0.06, 0.07, -0.01], [0.04, 0.03, -0.08], [-0.06, -0.11, -0.05], [-0.02, -0.11, 0.20], [-0.08, 0.01, -0.01]],
  "nbo_charge": [-0.0141, 0.3840, -0.7840, 0.1996, -0.5230, -0.5527, -0.4328, 0.4813, 0.4021, 0.3979, 0.2157, 0.2262]
}

***

[4]
{
  "formula": "C10H13BrSi",
  "method": "ωB97M-V/def2-TZVPD",
  "homo_ev": [-5.42, -9.42],
  "homo_lumo_gap_ha": [0.216, 0.274],
  "total_energy_ha": -3252.14899,
  "lumo_energy_ev": [0.453, -1.967],
  "multiplicity": 3,
  "e_above_lowest_ev": 1.734,
  "elements": ["C", "C", "C", "C", "C", "C", "C", "C", "C", "C", "Si", "Br", "H", "H", "H", "H", "H", "H", "H", "H", "H", "H", "H", "H", "H"],
  "xyz": [[-3.74457, -0.86371, 0.41105], [-3.77250, 0.46233, 0.18348], [-2.61828, -1.59350, 0.12847], [-2.64781, 1.16089, -0.20909], [-1.43143, -0.94440, -0.33416], [-1.42760, 0.49105, -0.44299], [1.73900, 0.13538, -1.09184], [2.55094, -0.14741, -0.04654], [3.74733, -1.06863, -0.04400], [2.21859, 0.52883, 1.28566], [0.28125, 1.27048, -0.85354], [0.30841, 3.34215, 0.19270], [-4.60167, -1.37797, 0.70693], [-4.61657, 1.18490, 0.51747], [-2.51629, -2.64210, 0.44455], [-2.66809, 2.18723, -0.34970], [-0.63858, -1.65078, -0.55036], [1.70862, -0.42852, -1.99717], [4.04465, -1.49994, -1.04076], [4.52177, -0.41860, 0.28494], [3.65300, -1.84917, 0.54627], [1.17733, 0.30211, 1.69324], [2.43188, 1.54584, 1.38435], [2.65664, 0.05191, 2.15604], [-0.35605, 1.82162, -2.97497]],
  "forces_ev_per_a": [[0.24, -1.16, -0.42], [-1.25, 4.09, 0.88], [2.37, 0.17, -0.04], [1.43, -1.98, -0.28], [-2.14, 0.18, 0.63], [1.21, -1.60, -0.30], [-0.66, -0.01, 2.01], [-1.02, 0.18, -0.02], [0.00, 3.27, -4.34], [-1.20, -2.73, 1.27], [-0.84, 0.41, 0.95], [0.18, -0.88, -0.20], [-1.32, -0.65, 0.78], [0.97, -1.84, -0.84], [-0.38, 0.38, -0.59], [-0.16, 1.87, -0.01], [0.56, 0.68, 0.03], [0.53, -0.18, -0.72], [-0.52, 0.77, 0.69], [1.20, 0.15, 0.42], [-0.60, -3.56, 3.34], [0.52, 0.73, -1.45], [0.21, 1.68, -0.20], [1.24, -0.25, -0.11], [-0.61, 0.28, -1.48]],
  "nbo_charge": [-0.2110, -0.2065, -0.2089, -0.1948, -0.2054, -0.4903, -0.7401, 0.0959, -0.6347, -0.6983, 1.1736, -0.3488, 0.2120, 0.2190, 0.2133, 0.2168, 0.2194, 0.2331, 0.2139, 0.2225, 0.2149, 0.2358, 0.2384, 0.2251, 0.0052]
}